#A
{
  "formula": "C2H8N3",
  "method": "ωB97M-V/def2-TZVPD",
  "total_charge": 1,
  "smiles": "[H]/N=[N+](\\N)CC",
  "gap_ev": 11.31,
  "symbols": ["C", "C", "N", "N", "N", "H", "H", "H", "H", "H", "H", "H", "H"],
  "xyz": [[-1.229, -0.575, 0.580], [0.252, -0.775, 0.448], [1.688, 1.073, 0.739], [0.652, 0.867, -1.297], [0.995, 0.519, -0.090], [-1.335, 0.153, 1.433], [-1.843, -0.183, -0.315], [-1.654, -1.451, 0.864], [0.590, -1.574, -0.172], [0.496, -0.827, 1.504], [2.304, 1.804, 0.435], [0.087, 0.100, -1.624], [0.760, 1.682, -1.874]]
}

=====

#B
{
  "formula": "C2H8N3",
  "method": "ωB97M-V/def2-TZVPD",
  "total_charge": 1,
  "smiles": "CNC(N)=[NH2+]",
  "gap_ev": 11.79,
  "symbols": ["C", "N", "C", "N", "N", "H", "H", "H", "H", "H", "H", "H", "H"],
  "xyz": [[1.621, 0.555, -0.630], [0.172, 0.718, -0.426], [-0.611, -0.068, 0.268], [-1.893, 0.057, 0.323], [-0.070, -1.152, 0.784], [1.843, -0.328, -1.196], [1.810, 1.410, -1.230], [2.026, 0.342, 0.389], [-0.203, 1.403, -1.133], [-2.288, 0.951, 0.116], [-2.530, -0.547, 0.907], [-0.601, -1.728, 1.441], [0.723, -1.612, 0.388]]
}

=====

Last place for stability: #A

=====

#A
{
  "formula": "C5H13N3",
  "method": "ωB97M-V/def2-TZVPD",
  "gap_ev": [7.30, 7.30],
  "symbols": ["C", "C", "C", "C", "N", "N", "C", "N", "H", "H", "H", "H", "H", "H", "H", "H", "H", "H", "H", "H", "H"],
  "xyz": [[-0.537, 0.001, 0.160], [0.866, -0.126, -0.005], [-1.146, 0.115, 1.528], [1.117, 1.910, 0.548], [-1.289, 0.505, -0.889], [1.409, -0.215, -1.300], [-0.462, -2.181, -0.154], [-0.295, -2.778, -1.254], [1.426, -0.582, 0.796], [-1.331, -0.043, -1.738], [-2.198, 0.874, -0.650], [1.105, 0.549, -1.894], [2.418, -0.271, -1.305], [0.084, -2.125, -1.958], [-0.888, -2.755, 0.689], [-1.514, 1.126, 1.712], [-1.991, -0.575, 1.611], [0.764, 2.232, 1.526], [0.677, 2.510, -0.248], [2.206, 1.955, 0.521], [-0.421, -0.126, 2.304]]
}

=====

#B
{
  "formula": "C5H13N3",
  "method": "ωB97M-V/def2-TZVPD",
  "smiles": "[H]/N=C(/C)N=C.CNC",
  "gap_ev": 8.78,
  "symbols": ["C", "C", "N", "C", "N", "H", "H", "H", "H", "H", "H", "H", "H", "C", "C", "N", "H", "H", "H", "H", "H"],
  "xyz": [[-0.150, -1.984, -1.280], [2.190, 0.839, 0.173], [-0.588, -0.611, -1.211], [0.919, 0.258, 0.742], [1.014, -0.620, 1.704], [-0.100, 0.275, -1.311], [0.083, -0.740, 2.112], [-0.856, -2.602, -1.846], [-0.125, -2.413, -0.273], [0.837, -2.070, -1.744], [2.826, 0.027, -0.187], [2.743, 1.375, 0.946], [1.975, 1.526, -0.650], [-2.131, -0.418, -0.744], [-0.293, 2.128, 1.451], [-0.230, 1.068, 0.739], [-2.254, -0.936, 0.207], [-2.537, 0.595, -0.737], [-2.687, -0.962, -1.509], [-1.194, 2.752, 1.389], [0.559, 2.515, 2.030]]
}

=====

#C
{
  "formula": "C5H13N3",
  "method": "ωB97M-V/def2-TZVPD",
  "smiles": "[H]/N=C/NCCCCN",
  "gap_ev": 9.67,
  "symbols": ["C", "C", "C", "C", "N", "C", "N", "N", "H", "H", "H", "H", "H", "H", "H", "H", "H", "H", "H", "H", "H"],
  "xyz": [[-1.660, 1.328, 0.043], [-0.512, 0.917, 1.016], [0.746, 0.876, 0.157], [0.843, -0.399, -0.805], [1.377, -1.484, 0.109], [1.170, -2.781, -0.313], [1.417, -3.722, 0.523], [-1.609, 2.656, -0.543], [-2.691, 1.242, 0.526], [-1.751, 0.576, -0.798], [-0.404, 1.619, 1.876], [-0.832, -0.045, 1.525], [0.896, 1.707, -0.573], [1.531, 0.965, 0.828], [-0.196, -0.596, -1.214], [1.446, -0.367, -1.695], [1.533, -1.328, 1.141], [0.901, -3.004, -1.365], [1.255, -4.640, 0.303], [-0.912, 3.287, -0.059], [-2.547, 3.198, -0.682]]
}

=====

Last place for stability: #A

=====

#A
{
  "formula": "C6H6",
  "method": "ωB97M-V/def2-TZVPD",
  "gap_ev": 8.92,
  "symbols": ["C", "C", "C", "C", "C", "C", "H", "H", "H", "H", "H", "H"],
  "xyz": [[-0.705, 0.667, -1.529], [-1.680, -0.333, -0.901], [0.309, 0.100, -0.906], [-0.876, -0.038, 0.172], [1.592, -0.533, -0.969], [-1.023, 0.405, 1.570], [1.654, -1.081, -0.028], [2.342, 0.320, -1.130], [1.725, -1.153, -1.954], [-1.602, -0.315, 2.163], [-1.677, 1.334, 1.591], [-0.061, 0.627, 1.922]]
}

=====

#B
{
  "formula": "C6H6",
  "method": "ωB97M-V/def2-TZVPD",
  "smiles": "C#CC(C)C#C",
  "gap_ev": 11.05,
  "symbols": ["C", "C", "C", "C", "C", "C", "H", "H", "H", "H", "H", "H"],
  "xyz": [[1.425, -0.082, 0.410], [-0.112, -0.039, 0.499], [-0.626, 1.263, 0.037], [-1.007, 2.349, -0.317], [-0.718, -1.156, -0.247], [-1.184, -2.090, -0.847], [1.745, 0.031, -0.630], [1.855, 0.733, 0.999], [1.797, -1.038, 0.792], [-0.398, -0.152, 1.554], [-1.351, 3.310, -0.631], [-1.606, -2.911, -1.384]]
}

=====

Last place for stability: #A

=====

#A
{
  "formula": "C6H6",
  "method": "ωB97M-V/def2-TZVPD",
  "smiles": "C=C1C=CC=C1",
  "gap_ev": 7.70,
  "symbols": ["C", "C", "C", "C", "C", "C", "H", "H", "H", "H", "H", "H"],
  "xyz": [[-2.127, 0.100, 0.187], [-0.711, 0.059, -0.261], [-0.041, -1.226, -0.106], [1.346, -0.848, 0.149], [1.463, 0.681, 0.090], [0.227, 1.245, -0.093], [-2.827, 0.900, -0.172], [-2.579, -0.876, 0.428], [-0.372, -2.186, -0.114], [2.298, -1.260, -0.165], [2.411, 1.022, 0.132], [0.130, 2.334, 0.094]]
}

=====

#B
{
  "formula": "C6H6",
  "method": "ωB97M-V/def2-TZVPD",
  "smiles": "C#CCC1C=C1",
  "gap_ev": 10.48,
  "symbols": ["C", "C", "C", "C", "C", "C", "H", "H", "H", "H", "H", "H"],
  "xyz": [[-2.332, -0.744, 0.119], [-1.506, 0.114, -0.089], [-0.472, 1.049, -0.086], [1.096, -0.957, 0.510], [1.550, -0.574, -0.646], [0.937, 0.466, 0.240], [-2.902, -1.650, 0.099], [-0.111, 1.509, -1.118], [-0.652, 1.738, 0.609], [1.105, -1.675, 1.256], [1.748, -0.483, -1.688], [1.538, 1.207, 0.795]]
}

=====

Last place for stability: #B